# 1
The following is a DFT calculation (ωB97M-V/def2-TZVPD) of a structure of composition C36H31N7O3RhSe in a non-equilibrium geometry.

Results
**M**: 791.56 Da
**Calculated total energy**: -122756.9239 eV
**Lowest unoccupied orbital energy**: -3.362 eV
**2S+1**: 1
**HOMO**: -9.945 eV
**Strongest force on any atom**: 3.53 eV/Å
**ΔE to the lowest compared entry with this formula, charge and spin**: 9.3 kcal/mol
**Total charge**: +1

CARTESIAN COORDINATES (ANGSTROEM)
Rh -0.01 -0.09 -0.67
C 1.96 -2.46 2.72
O 2.92 -1.43 2.90
C 2.68 -0.10 2.69
C 3.59 0.75 3.30
C 3.49 2.14 3.17
C 2.49 2.68 2.42
C 1.56 1.86 1.75
C 0.62 2.49 0.88
N -0.18 1.92 0.03
N -0.88 2.77 -0.77
C -1.21 2.23 -1.91
O -0.80 1.09 -2.31
C -2.09 3.00 -2.83
C -1.81 4.31 -3.19
C -2.63 4.96 -4.10
C -3.73 4.32 -4.64
C -4.02 3.02 -4.26
C -3.19 2.35 -3.37
C 1.61 0.44 1.92
O 0.68 -0.31 1.41
H 2.49 -3.38 2.97
H 1.59 -2.52 1.70
H 1.11 -2.34 3.40
H 4.37 0.30 3.89
H 4.21 2.76 3.68
H 2.42 3.76 2.29
H 0.62 3.57 0.84
H -0.95 4.82 -2.77
H -2.40 5.98 -4.39
H -4.37 4.83 -5.35
H -4.89 2.51 -4.66
H -3.41 1.33 -3.08
Se 6.51 -3.92 -0.35
N 6.13 -2.20 -0.44
C 4.83 -2.09 -0.59
C 4.14 -0.83 -0.75
C 4.79 0.40 -0.77
C 4.06 1.54 -1.01
C 2.69 1.43 -1.18
N 2.04 0.28 -1.10
C 2.74 -0.86 -0.91
C 2.01 -2.10 -0.92
N 0.65 -2.05 -1.02
C -0.03 -3.17 -1.18
C 0.57 -4.42 -1.21
C 1.93 -4.51 -1.00
C 2.67 -3.34 -0.85
C 4.10 -3.33 -0.65
N 4.82 -4.42 -0.53
H 5.86 0.43 -0.62
H 4.54 2.51 -1.08
H 2.09 2.31 -1.39
H -1.10 -3.08 -1.28
H -0.03 -5.31 -1.37
H 2.44 -5.46 -0.96
C -2.38 1.32 2.08
N -2.54 0.07 2.86
C -3.95 -0.12 3.28
C -1.96 -1.13 2.14
C -2.54 -1.33 0.76
C -3.72 -2.07 0.65
C -4.34 -2.27 -0.57
C -3.76 -1.71 -1.71
C -2.56 -1.02 -1.61
C -1.92 -0.81 -0.38
H -2.68 2.17 2.68
H -2.99 1.26 1.18
H -1.34 1.42 1.78
H -1.98 0.17 3.71
H -4.57 -0.26 2.40
H -4.29 0.77 3.82
H -4.03 -0.99 3.93
H -2.15 -2.01 2.76
H -0.89 -0.96 2.06
H -4.14 -2.54 1.53
H -5.25 -2.85 -0.64
H -4.22 -1.84 -2.68
H -2.12 -0.63 -2.52

# 2
The following is a DFT calculation (ωB97M-V/def2-TZVPD) of a cluster of 2 separate species, C17H23N3OS2 in total in a non-equilibrium geometry.

Results
**M**: 349.52 Da
**Calculated total energy**: -46173.3373 eV
**Lowest unoccupied orbital energy**: -0.034 eV
**2S+1**: 1
**HOMO**: -7.975 eV
**Strongest force on any atom**: 19.98 eV/Å
**ΔE to the lowest compared entry with this formula, charge and spin**: 18.6 kcal/mol
**Total charge**: 0

CARTESIAN COORDINATES (ANGSTROEM)
C 4.07 -1.44 3.59
C 3.45 -1.51 2.06
H 3.76 -0.77 1.43
H 3.85 -2.50 1.62
C 2.16 -1.50 2.02
N 1.50 -1.61 0.93
C 1.29 -0.51 0.20
O 0.81 -0.85 -1.20
C 1.50 0.68 0.54
H 0.96 0.99 1.50
H 2.41 0.80 0.77
S 0.87 1.83 -0.60
C -0.69 1.71 -0.63
N -1.32 0.80 0.51
C -2.47 0.45 0.45
N -3.45 0.95 -0.10
C -3.01 1.88 -1.20
C -1.73 2.21 -1.34
C -1.78 3.00 -2.64
C -2.90 3.26 -3.03
S -4.13 2.33 -2.43
C -3.18 4.03 -4.14
H -2.92 5.07 -4.11
H -2.65 3.72 -5.03
H -4.27 3.85 -4.74
C -0.42 3.65 -3.04
H 0.47 2.95 -3.30
H -0.04 4.09 -2.21
H -0.46 4.30 -3.72
H -2.80 -0.08 1.40
C 1.05 -3.09 0.36
C -0.14 -3.60 0.79
C -1.16 -2.73 1.77
C -1.37 -2.91 0.31
H -2.23 -3.61 0.13
H -1.59 -2.22 -0.31
H -1.63 -3.33 2.38
H -0.89 -1.62 2.27
H -0.21 -4.64 1.08
H 1.88 -3.76 0.88
H 1.10 -2.79 -0.62
H 1.59 -2.41 3.06
H 1.77 -0.65 2.75
H 3.97 -0.50 4.04
H 5.24 -1.70 3.51
H 3.73 -2.20 4.06

# 3
The following is a DFT calculation (ωB97M-V/def2-TZVPD) of a cluster of 13 separate species, C52H104O13 in total in a non-equilibrium geometry.

Results
**M**: 937.39 Da
**Calculated total energy**: -82219.8944 eV
**Lowest unoccupied orbital energy**: 0.468 eV
**2S+1**: 1
**HOMO**: -9.234 eV
**Strongest force on any atom**: 2.67 eV/Å
**ΔE to the lowest compared entry with this formula, charge and spin**: 54.1 kcal/mol
**Total charge**: 0

CARTESIAN COORDINATES (ANGSTROEM)
C 3.29 0.54 -4.24
C 2.35 -0.52 -3.73
C 3.24 -1.34 -2.70
O 4.54 -0.82 -2.82
C 4.60 -0.16 -4.07
H 3.24 1.46 -3.66
H 3.20 0.82 -5.29
H 1.88 -1.14 -4.50
H 1.52 -0.07 -3.19
H 3.17 -2.37 -3.02
H 2.91 -1.10 -1.69
H 4.69 -0.93 -4.84
H 5.50 0.45 -4.14
C 3.90 0.13 2.84
C 5.18 -0.12 2.12
C 4.77 -0.63 0.75
O 3.44 -1.00 0.84
C 2.84 -0.18 1.81
H 3.82 1.15 3.22
H 3.81 -0.63 3.62
H 5.92 -0.82 2.51
H 5.78 0.78 2.05
H 5.38 -1.48 0.46
H 4.96 0.13 0.00
H 1.97 -0.66 2.27
H 2.53 0.76 1.35
C -5.38 -0.60 -2.26
C -5.34 -1.78 -1.25
C -3.87 -2.12 -1.31
O -3.24 -0.83 -1.36
C -4.06 0.10 -2.08
H -6.27 0.00 -2.06
H -5.44 -1.06 -3.24
H -5.96 -2.61 -1.59
H -5.63 -1.43 -0.26
H -3.67 -2.76 -2.17
H -3.52 -2.61 -0.40
H -3.62 0.47 -3.01
H -4.31 0.98 -1.48
C 0.18 0.07 -0.61
C 0.06 1.51 -1.06
C -0.06 2.33 0.27
O -0.29 1.32 1.25
C -0.68 0.10 0.65
H 1.16 -0.24 -0.26
H -0.05 -0.62 -1.41
H -0.79 1.69 -1.72
H 0.91 1.82 -1.67
H -0.92 2.99 0.18
H 0.84 2.86 0.56
H -1.76 0.20 0.51
H -0.49 -0.75 1.30
C 2.97 4.09 3.18
C 2.02 4.10 4.35
C 0.75 4.75 3.84
O 1.22 5.55 2.75
C 2.65 5.49 2.60
H 2.67 3.30 2.48
H 4.00 3.86 3.45
H 2.46 4.69 5.15
H 1.97 3.05 4.67
H 0.07 5.22 4.56
H 0.23 3.90 3.39
H 3.19 6.31 3.07
H 2.86 5.55 1.54
C -0.38 3.90 -3.93
C -0.06 2.64 -4.70
C -0.64 2.95 -6.08
O -0.27 4.34 -6.26
C -0.45 5.01 -5.03
H 0.37 4.06 -3.15
H -1.36 3.77 -3.48
H -0.52 1.77 -4.23
H 1.01 2.44 -4.79
H -1.71 2.79 -6.23
H -0.32 2.26 -6.85
H -1.45 5.43 -5.11
H 0.34 5.74 -4.83
C 0.59 -0.81 4.90
C -0.26 0.46 4.67
C -0.31 1.03 6.05
O -0.26 -0.13 6.90
C 0.20 -1.35 6.23
H 1.66 -0.67 4.96
H 0.41 -1.48 4.06
H -1.28 0.24 4.33
H 0.16 1.15 3.95
H -1.13 1.72 6.24
H 0.56 1.67 6.17
H -0.60 -2.08 6.09
H 0.99 -1.88 6.75
C 1.06 -4.96 2.26
C 1.83 -3.74 1.83
C 2.80 -3.54 2.99
O 1.95 -3.71 4.11
C 0.96 -4.74 3.82
H 1.55 -5.93 2.21
H 0.10 -5.04 1.74
H 1.12 -2.92 1.85
H 2.30 -3.80 0.85
H 3.29 -2.56 3.05
H 3.62 -4.27 2.98
H -0.04 -4.38 4.07
H 1.13 -5.61 4.46
C -0.80 -4.17 -1.40
C -1.17 -4.87 -2.63
C 0.06 -4.84 -3.52
O 0.98 -3.97 -2.87
C 0.69 -3.97 -1.48
H -0.96 -4.76 -0.49
H -1.26 -3.21 -1.17
H -2.08 -4.44 -3.06
H -1.55 -5.88 -2.48
H -0.20 -4.54 -4.54
H 0.42 -5.86 -3.64
H 0.89 -3.09 -0.87
H 1.15 -4.76 -0.89
C -3.12 -3.85 2.83
C -4.46 -4.37 3.28
C -5.26 -3.08 3.37
O -4.29 -2.03 3.63
C -2.94 -2.55 3.63
H -3.13 -3.65 1.76
H -2.35 -4.61 3.02
H -4.42 -4.85 4.26
H -4.93 -5.10 2.62
H -5.95 -3.15 4.20
H -5.64 -2.91 2.36
H -2.67 -2.69 4.68
H -2.26 -1.85 3.15
C -3.62 1.43 2.42
C -3.06 2.81 2.48
C -3.47 3.31 3.88
O -4.43 2.32 4.36
C -4.93 1.57 3.26
H -2.97 0.75 2.97
H -3.82 1.06 1.41
H -3.54 3.43 1.73
H -1.98 2.90 2.35
H -3.86 4.33 3.80
H -2.62 3.32 4.56
H -5.77 2.07 2.79
H -5.28 0.64 3.72
C -1.96 -1.44 -6.88
C -1.15 -1.37 -5.57
C -2.19 -1.51 -4.53
O -3.31 -0.87 -5.05
C -3.08 -0.50 -6.40
H -2.33 -2.46 -7.02
H -1.45 -1.12 -7.78
H -0.64 -0.43 -5.39
H -0.48 -2.22 -5.46
H -1.82 -1.15 -3.57
H -2.50 -2.56 -4.53
H -2.88 0.57 -6.46
H -3.94 -0.64 -7.05
C 3.00 4.02 -1.51
C 3.63 2.79 -0.88
C 5.10 2.85 -1.22
O 5.32 4.30 -1.25
C 4.14 5.02 -1.58
H 2.15 4.36 -0.91
H 2.59 3.92 -2.52
H 3.24 1.87 -1.33
H 3.50 2.79 0.20
H 5.39 2.54 -2.23
H 5.72 2.29 -0.52
H 4.26 5.44 -2.58
H 4.02 5.80 -0.82

# 4
The following is a DFT calculation (ωB97M-V/def2-TZVPD) of a structure of composition C3H7PS in a non-equilibrium geometry.

Results
**M**: 106.13 Da
**Calculated total energy**: -23345.6656 eV
**Lowest unoccupied orbital energy**: -0.242 eV
**2S+1**: 1
**HOMO**: -8.034 eV
**Strongest force on any atom**: 3.94 eV/Å
**ΔE to the lowest compared entry with this formula, charge and spin**: 53.1 kcal/mol
**Total charge**: 0

CARTESIAN COORDINATES (ANGSTROEM)
C 1.21 -0.19 0.03
C 1.68 -1.63 -0.19
C -1.35 1.66 0.18
P -1.21 -0.21 -0.09
S 1.85 1.26 -0.12
H 2.24 -1.84 0.71
H 0.82 -2.27 -0.32
H 2.19 -1.72 -1.06
H -1.86 2.16 -0.72
H -0.26 1.89 0.02
H -1.83 1.83 1.11
H -1.46 -0.68 1.26

# 5
The following is a DFT calculation (ωB97M-V/def2-TZVPD) of a structure of composition C5H11O4Rh in a non-equilibrium geometry.

Results
**M**: 238.05 Da
**Calculated total energy**: -16532.8007 eV
**Expectation value of S²**: 6.014
**Lowest unoccupied orbital energy (alpha / beta)**: -9.550 / -12.884 eV
**2S+1**: 5
**HOMO (alpha / beta)**: -16.716 / -16.578 eV
**Strongest force on any atom**: 2.88 eV/Å
**Total charge**: +2

CARTESIAN COORDINATES (ANGSTROEM)
O 0.82 1.22 -0.70
Rh 2.06 2.15 0.39
O 3.45 0.91 0.64
C 3.33 -0.09 -0.31
C 2.04 -0.89 -0.16
O 0.90 0.01 0.13
C -0.38 -0.68 0.15
H 4.13 -0.84 -0.23
H 3.38 0.30 -1.35
H 2.06 -1.54 0.72
H 1.80 -1.47 -1.07
H -0.23 -1.50 0.85
H -0.56 -1.07 -0.86
C -1.50 0.23 0.59
O -2.31 0.56 -0.50
C -3.69 0.46 -0.22
H -1.04 1.17 1.04
H -2.10 -0.22 1.40
H -4.22 0.74 -1.14
H -3.96 -0.57 0.06
H -3.99 1.14 0.59

# 6
The following is a DFT calculation (ωB97M-V/def2-TZVPD) of the molecule C5H11NO.

Results
**M**: 101.15 Da
**Calculated total energy**: -8898.5040 eV
**Lowest unoccupied orbital energy**: 0.942 eV
**2S+1**: 1
**HOMO**: -6.751 eV
**Strongest force on any atom**: 0.40 eV/Å
**ΔE to the lowest compared entry with this formula, charge and spin**: 73.6 kcal/mol
**Total charge**: 0

CARTESIAN COORDINATES (ANGSTROEM)
C 1.88 -0.76 0.84
C 1.00 -1.25 -0.31
N -0.30 -0.55 -0.35
C -1.38 -1.28 -0.06
C -0.24 0.75 -0.66
C -1.36 1.70 -0.44
O -0.91 2.89 0.19
H 2.82 -1.31 0.85
H 1.38 -0.91 1.80
H 2.11 0.30 0.73
H 1.49 -1.09 -1.27
H 0.80 -2.32 -0.22
H -2.36 -0.86 -0.18
H -1.24 -2.27 0.35
H 0.71 1.12 -1.03
H -1.85 2.03 -1.37
H -2.15 1.21 0.17
H -0.40 2.60 0.96

# 7
The following is a DFT calculation (ωB97M-V/def2-TZVPD) of the ion C4H10NO with charge -1 in a non-equilibrium geometry.

Results
**M**: 88.13 Da
**SMILES**: CN[C@@H](C)C[O-]
**Calculated total energy**: -7845.8618 eV
**Lowest unoccupied orbital energy**: 4.040 eV
**2S+1**: 1
**HOMO**: -2.486 eV
**Strongest force on any atom**: 4.31 eV/Å
**ΔE to the lowest compared entry with this formula, charge and spin**: 38.6 kcal/mol
**Total charge**: -1

CARTESIAN COORDINATES (ANGSTROEM)
C 2.04 -0.80 -0.21
N 0.88 -0.01 -0.77
C -0.42 1.24 0.99
C -0.40 0.02 0.14
C -1.76 -0.18 -0.64
O -2.76 -0.40 0.21
H 2.12 -0.61 0.94
H 2.93 -0.45 -0.59
H 1.91 -1.95 -0.36
H 0.39 -0.54 -1.68
H -1.26 1.25 1.73
H 0.39 1.30 1.70
H -0.44 2.13 0.38
H -0.42 -0.94 0.78
H -1.80 0.87 -1.24
H -1.39 -0.92 -1.37

# 8
The following is a DFT calculation (ωB97M-V/def2-TZVPD) of the ion C6H6NO2 with charge +1 in a non-equilibrium geometry.

Results
**M**: 124.12 Da
**Calculated total energy**: -11893.7614 eV
**Lowest unoccupied orbital energy**: -5.969 eV
**2S+1**: 1
**HOMO**: -14.425 eV
**Strongest force on any atom**: 5.05 eV/Å
**ΔE to the lowest compared entry with this formula, charge and spin**: 27.4 kcal/mol
**Total charge**: +1

CARTESIAN COORDINATES (ANGSTROEM)
C 0.29 -0.69 0.24
C -0.82 -0.68 -0.57
C 0.20 0.38 1.27
C -1.81 0.23 -0.17
C 2.28 1.91 1.35
C -1.04 -1.67 -1.70
N 1.33 1.08 1.24
O -0.85 0.69 1.76
O -2.54 1.10 -0.26
H 1.12 -1.25 0.03
H 2.24 2.56 0.45
H 2.92 1.89 2.15
H -0.79 -2.59 -1.25
H -0.38 -1.39 -2.48
H -2.14 -1.59 -2.07

# 9
The following is a DFT calculation (ωB97M-V/def2-TZVPD) of a structure of composition C19H21ClN2OS in a non-equilibrium geometry.

Results
**M**: 360.91 Da
**Calculated total energy**: -48411.1175 eV
**Lowest unoccupied orbital energy**: 0.278 eV
**2S+1**: 1
**HOMO**: -8.515 eV
**Strongest force on any atom**: 18.72 eV/Å
**Total charge**: 0

CARTESIAN COORDINATES (ANGSTROEM)
O 3.26 2.30 -1.02
C 2.61 1.71 -0.34
N 2.92 0.65 0.24
H 2.17 0.12 0.90
C 4.00 -0.36 -0.18
C 3.82 -0.97 -1.33
C 2.93 -2.28 -1.26
C 3.68 -3.32 -0.87
C 3.37 -3.44 0.66
H 4.27 -4.09 1.20
H 2.44 -3.84 0.92
C 3.16 -2.04 1.40
C 4.35 -1.27 1.04
H 5.30 -1.50 0.98
H 4.47 -0.46 1.90
H 3.25 -2.38 2.70
H 2.31 -1.91 1.36
H 4.74 -3.31 -0.83
H 3.48 -4.16 -1.29
H 2.01 -1.91 -0.86
H 2.81 -2.40 -2.56
H 4.77 -1.04 -1.56
H 3.47 -0.04 -2.03
H 4.70 0.63 0.05
C 1.13 2.47 -0.21
C 1.11 3.70 0.12
C -0.18 4.09 0.43
C -1.25 3.61 0.57
N -1.30 2.10 0.59
C -0.02 1.53 0.27
S -0.09 -0.08 -0.02
C -1.88 -0.52 -0.16
C -2.60 0.17 -0.98
C -4.01 -0.26 -1.07
C -4.58 -1.08 -0.13
C -3.73 -1.45 0.85
C -2.38 -1.38 0.70
H -1.79 -1.84 1.87
H -4.23 -2.29 1.53
Cl -6.36 -1.20 -0.10
H -4.53 0.28 -1.62
H -2.32 0.88 -1.47
H -2.36 3.79 0.88
H -0.33 5.20 0.55
H 1.81 4.33 -0.10

# 10
The following is a DFT calculation (ωB97M-V/def2-TZVPD) of the molecule C9H11OPS in a non-equilibrium geometry.

Results
**M**: 198.23 Da
**SMILES**: C=CCSP(O)c1ccccc1
**Calculated total energy**: -31680.6824 eV
**Lowest unoccupied orbital energy**: 0.436 eV
**2S+1**: 1
**HOMO**: -8.563 eV
**Strongest force on any atom**: 4.58 eV/Å
**ΔE to the lowest compared entry with this formula, charge and spin**: 52.5 kcal/mol
**Total charge**: 0

CARTESIAN COORDINATES (ANGSTROEM)
C 2.45 3.17 -0.46
C 1.12 3.03 -0.86
C 2.91 1.96 0.14
C 0.38 1.84 -0.74
C 2.17 0.84 0.35
C 0.87 0.75 -0.01
C -1.60 -2.70 -1.05
C -2.28 -2.51 0.31
C -1.65 -2.56 1.47
O -1.28 0.44 0.87
P -0.22 -0.68 0.38
S -1.05 -1.00 -1.79
H 3.12 3.95 -0.74
H 0.58 3.93 -1.19
H 3.95 2.01 0.55
H -0.62 1.82 -1.14
H 2.62 0.07 0.93
H -2.30 -3.42 -1.63
H -0.74 -3.29 -0.70
H -3.34 -2.16 0.18
H -0.80 -3.12 1.48
H -2.13 -2.43 2.38
H -2.15 0.04 1.27

# 11
The following is a DFT calculation (ωB97M-V/def2-TZVPD) of the molecule C11H21N3O4 in a non-equilibrium geometry.

Results
**M**: 259.31 Da
**SMILES**: CC[C@H](C)[C@H](NC(=O)[C@@H](N)CCC(N)=O)C(=O)O
**Calculated total energy**: -24403.6354 eV
**Lowest unoccupied orbital energy**: 0.242 eV
**2S+1**: 1
**HOMO**: -9.399 eV
**Strongest force on any atom**: 7.38 eV/Å
**ΔE to the lowest compared entry with this formula, charge and spin**: 151.9 kcal/mol
**Total charge**: 0

CARTESIAN COORDINATES (ANGSTROEM)
C -1.07 -0.09 -2.02
C -0.20 -0.24 -0.71
C -1.68 1.27 -2.26
C -0.57 2.44 -2.31
C -1.13 3.83 -1.87
C 0.49 -1.92 1.19
C -0.26 -1.50 2.56
C 1.91 -1.25 1.52
C 2.33 -1.67 2.84
C 2.75 -1.36 0.35
C 2.60 -2.81 -0.34
H -2.82 -1.11 -1.69
H -2.11 -2.05 -2.90
H -0.23 -0.19 -2.90
H -2.44 1.53 -1.39
H -2.53 1.22 -3.05
H -0.34 2.44 -3.46
H 0.35 2.12 -1.60
H -1.50 4.75 -0.08
H -0.83 2.97 -0.20
H -0.41 -2.11 -0.86
H 0.56 -3.00 1.23
H 1.66 -0.24 1.67
H 2.28 -0.71 3.66
H 1.91 -2.69 3.20
H 3.57 -1.86 2.83
H 3.73 -1.19 0.73
H 2.54 -0.70 -0.48
H 3.07 -3.60 0.33
H 3.16 -3.12 -1.11
H 1.52 -3.01 -0.51
H -0.32 0.32 2.18
N -1.91 -1.30 -2.09
N -1.15 3.88 -0.58
N 0.05 -1.44 -0.15
O -0.03 0.74 0.09
O -1.76 4.58 -2.75
O -0.35 -2.34 3.52
O -0.46 -0.24 2.94